(1)
C51H60GeNPPt | wB97M-V/def2-TZVPD

XYZ file:
```
115
Properties=species:S:1:pos:R:3:forces:R:3
Pt 0.900 -0.166 -0.468 1.044 -0.737 -1.326
C -0.129 -5.015 3.816 -1.557 -1.086 0.159
C -0.464 -3.922 2.792 -1.421 -0.192 1.174
C -1.969 -3.515 2.821 -0.836 -0.062 -0.710
C 0.072 -4.175 1.395 -0.099 0.076 -0.108
C -0.126 -3.188 0.404 0.602 -1.558 1.376
C 0.701 -3.208 -0.688 -1.429 1.044 -0.017
C 1.542 -4.215 -1.009 1.014 -1.102 -0.328
C 2.203 -4.153 -2.361 -1.028 -0.948 -0.595
C 1.598 -5.287 -0.124 0.288 0.145 -1.393
C 0.863 -5.286 1.032 -0.092 0.457 0.532
H -0.489 -4.779 4.858 0.726 0.199 -1.044
H 0.930 -5.194 3.748 0.492 -0.160 0.511
H -0.645 -6.000 3.617 0.477 0.890 -0.198
H -0.008 -3.037 3.228 0.695 0.222 -0.428
H -2.519 -4.006 1.989 0.194 0.157 0.548
H -2.118 -2.434 2.680 0.298 -0.210 -0.220
H -2.537 -3.705 3.754 0.705 -0.339 -0.287
H -0.959 -2.514 0.485 0.148 0.748 0.289
H 0.595 -2.371 -1.343 0.053 0.291 -0.898
H 2.981 -4.892 -2.534 0.043 -0.126 0.195
H 2.618 -3.184 -2.508 0.413 0.885 -0.225
H 1.418 -4.307 -3.162 0.786 0.164 0.785
H 2.207 -6.144 -0.389 -0.053 -0.107 0.078
H 0.959 -6.217 1.561 -0.232 0.189 0.941
C 3.119 -0.938 2.205 -1.258 0.067 -1.490
C 4.011 -0.065 1.302 -0.865 -1.223 0.077
C 5.039 0.601 2.179 0.085 -0.075 -0.458
P 2.890 0.882 0.157 -1.782 -0.590 0.341
C 3.894 1.195 -1.329 -0.416 1.391 -0.139
C 4.144 -0.056 -2.142 1.315 0.261 -0.541
C 3.114 2.207 -2.196 0.554 -0.362 -0.431
C 2.528 2.466 1.032 0.923 -0.583 -0.210
C 3.661 3.253 1.204 -0.265 2.145 0.562
C 3.676 4.474 1.923 -1.727 -2.034 -1.929
C 4.795 5.386 1.839 1.139 2.775 2.027
C 2.487 4.838 2.544 -0.370 0.443 0.481
C 1.345 4.062 2.433 -0.242 0.850 1.182
C 1.363 2.914 1.679 -2.097 -2.334 0.267
N 0.195 1.980 1.654 1.170 4.899 1.404
C -1.099 2.428 2.155 0.218 0.291 0.075
C -1.515 1.796 3.348 0.376 1.239 -1.086
C -0.630 0.777 3.982 0.334 0.182 -0.254
C -2.663 2.277 3.956 -0.913 -1.072 0.188
C -3.522 3.149 3.286 0.756 0.650 0.288
C -4.800 3.616 3.935 -2.095 -0.563 0.112
C -3.081 3.712 2.084 0.192 -0.545 0.437
C -1.834 3.455 1.507 0.342 -1.269 0.092
C -1.382 4.131 0.200 -0.206 0.780 1.000
H 3.678 -1.623 2.751 1.485 -1.136 1.125
H 2.435 -1.583 1.616 0.122 0.623 0.197
H 2.543 -0.373 2.926 -0.270 0.390 -0.020
H 4.560 -0.768 0.661 -0.235 0.147 -0.270
H 4.571 1.065 3.021 -0.313 0.444 0.609
H 5.576 1.362 1.630 0.613 0.008 0.087
H 5.669 -0.216 2.549 0.270 0.467 -0.043
H 4.755 1.701 -0.899 0.776 -0.260 -0.509
H 3.217 -0.555 -2.355 -0.668 -0.407 0.255
H 4.855 -0.755 -1.649 -0.407 0.359 -0.579
H 4.481 0.272 -3.163 0.278 -0.460 0.983
H 2.120 1.784 -2.333 -0.247 0.162 -0.291
H 3.592 2.382 -3.194 -0.285 -0.266 0.819
H 3.029 3.152 -1.687 -0.173 0.429 0.130
H 4.535 3.049 0.635 0.750 -0.337 -0.276
H 5.397 5.163 2.740 0.272 0.396 -0.301
H 4.407 6.484 2.029 0.981 -2.027 -0.725
H 5.490 5.330 0.991 -0.610 -0.035 0.017
H 2.420 5.764 3.135 0.147 -0.396 -0.344
H 0.472 4.378 3.045 0.456 -0.490 -0.816
H 0.393 1.226 4.123 -0.907 -0.836 0.024
H -0.603 -0.174 3.424 0.371 0.500 -0.162
H -1.132 0.531 4.890 0.231 -0.197 1.117
H -2.989 1.815 4.908 0.235 0.420 -0.501
H -4.666 3.977 4.975 0.228 -0.124 -0.597
H -5.580 2.756 4.051 1.325 1.345 -0.378
H -5.315 4.445 3.362 0.667 -0.973 0.545
H -3.788 4.319 1.585 -0.432 0.915 -0.599
H -1.016 3.424 -0.548 -0.135 0.027 0.106
H -0.589 4.898 0.375 -0.290 -0.752 0.073
H -2.229 4.738 -0.165 0.232 -0.538 -0.174
C 0.337 1.013 0.858 -1.404 -2.020 -0.584
Ge -1.441 -0.943 -2.044 -0.634 -0.451 -1.417
C -1.960 -2.723 -2.955 1.079 1.300 0.883
C -1.845 -2.914 -4.338 0.264 0.180 0.318
C -1.988 -4.197 -4.830 -0.925 0.467 0.730
C -2.572 -5.179 -4.044 -0.080 0.636 0.864
C -2.878 -4.923 -2.695 0.682 0.271 0.021
C -2.400 -3.732 -2.102 -0.384 -0.499 -0.385
C -0.944 0.360 -3.428 0.824 -0.122 0.243
C -1.447 1.680 -3.338 -0.012 0.080 0.204
C -1.061 2.656 -4.222 1.136 -0.497 -1.428
C -0.102 2.301 -5.229 -0.960 1.241 -0.129
C 0.460 1.057 -5.287 -0.461 -1.547 1.054
C 0.038 0.035 -4.365 0.439 1.426 -0.497
C -3.243 -0.312 -1.669 0.831 0.383 -0.637
C -3.683 0.098 -0.440 0.392 -0.605 1.198
C -4.968 0.527 -0.215 -0.989 1.159 -0.212
C -5.817 0.797 -1.284 1.350 -2.061 -1.735
C -5.354 0.349 -2.562 1.766 0.168 1.341
C -4.049 -0.157 -2.803 -1.815 0.394 1.038
H -1.678 -2.084 -5.037 0.340 -0.309 0.482
H -1.817 -4.385 -5.851 0.210 -0.259 -1.163
H -2.821 -6.084 -4.549 -0.253 -0.724 0.132
H -3.437 -5.630 -2.090 0.248 -0.141 -0.111
H -2.390 -3.575 -0.996 -0.328 -0.256 -1.102
H -2.145 1.969 -2.553 0.031 -0.340 -0.077
H -1.465 3.666 -4.206 0.039 -0.234 0.135
H 0.148 3.002 -6.051 -0.090 -0.229 0.882
H 1.210 0.871 -6.037 0.103 -0.261 -0.116
H 0.528 -0.949 -4.344 -0.311 0.438 -0.156
H -3.032 0.027 0.440 -0.077 -0.117 -0.376
H -5.269 0.704 0.801 -0.173 0.281 0.279
H -6.834 1.123 -1.243 -0.350 0.283 0.474
H -5.955 0.365 -3.408 -1.394 0.437 -1.288
H -3.773 -0.409 -3.843 0.037 -0.037 0.828
```
Forces are in eV/Å.

Calculated values
Calculated total energy   -124394.137 eV
LUMO (alpha / beta)   0.57 / -2.20 eV
Kohn-Sham gap (alpha / beta)   4.87 / 5.89 eV
2S+1   5
E_HOMO (alpha / beta)   -4.30 / -8.09 eV
Largest force on an atom   5.23 eV Å⁻¹



(2)
C3H8O2S2 | wB97M-V/def2-TZVPD

XYZ file:
```
15
Properties=species:S:1:pos:R:3:forces:R:3
C 0.121 0.732 0.530 -0.660 1.837 -0.533
C -1.332 0.845 0.948 0.569 -1.144 0.981
O -1.623 1.108 2.085 -0.349 0.131 -0.069
C 1.133 0.605 1.654 -0.368 -1.141 0.580
S 1.317 1.979 2.801 0.464 0.780 -0.071
S -0.598 -1.117 -2.138 -0.134 0.451 0.377
H 0.227 -0.003 -0.289 0.134 -0.369 -0.061
H 0.201 1.725 0.032 0.525 -0.430 -0.099
H -2.103 0.596 0.210 -0.087 0.265 -0.392
H 0.841 -0.248 2.276 0.143 -0.059 -0.197
H 2.147 0.394 1.302 -0.282 0.142 -0.166
H 0.276 1.817 3.625 -0.150 -0.266 -0.300
H -0.072 -2.526 -5.061 0.074 -0.109 -0.193
H -0.309 -2.692 -3.570 0.459 -0.873 -0.528
O -0.227 -3.215 -4.405 -0.338 0.785 0.671
```
Forces are in eV/Å.

Calculated values
Calculated total energy   -29001.458 eV
LUMO   -4.46 eV
Kohn-Sham gap   4.86 eV
Relative energy (zero: lowest compared OMol25 entry of this formula, charge and spin)   520.1 kJ/mol
E_HOMO   -9.33 eV
Largest force on an atom   2.02 eV Å⁻¹



(3)
C4H16NO6 | wB97M-V/def2-TZVPD

XYZ file:
```
27
Properties=species:S:1:pos:R:3:forces:R:3
C -0.189 -0.272 -2.443 1.214 0.022 0.409
N -1.356 0.023 -1.614 0.005 -0.308 0.351
C -1.081 -2.099 -0.293 -0.030 1.656 -0.018
C -1.181 -0.517 -0.246 0.390 -1.394 -0.034
C 0.132 0.136 0.355 -0.703 -0.118 -1.490
O 0.130 1.392 0.301 0.239 -0.233 0.494
O 1.058 -0.653 0.601 0.081 0.216 0.955
H -0.436 -0.334 -3.498 -0.086 0.335 -0.089
H 0.398 -1.168 -2.195 -0.685 -0.540 0.094
H 0.610 0.449 -2.247 -0.407 0.525 -0.429
H -2.149 -0.460 -2.020 -0.123 0.100 0.004
H -1.905 -2.532 0.268 -0.068 -0.236 -0.038
H -1.150 -2.348 -1.344 -0.055 -0.610 -0.053
H -0.108 -2.365 0.099 0.053 -0.373 -0.053
H -2.056 -0.323 0.376 0.032 0.712 -0.156
H 3.779 0.808 0.162 0.856 0.810 -0.742
H 2.931 -0.197 0.510 -0.756 -1.138 -1.004
O 3.555 -0.037 -0.233 -0.043 0.367 1.436
H 0.061 -2.916 2.038 1.373 0.648 -0.171
H -1.283 -3.307 2.048 -1.013 -0.299 -0.006
O -0.515 -3.419 2.597 -0.246 -0.312 0.339
H -0.374 2.208 -1.470 -0.286 -0.268 0.077
H 0.532 3.357 -1.415 0.472 0.357 0.292
O -0.086 2.955 -2.015 -0.282 0.057 -0.398
H -1.143 1.787 2.987 0.053 0.007 0.053
H -0.510 2.313 1.707 0.369 -0.131 0.453
O -0.570 2.493 2.676 -0.354 0.149 -0.275
```
Forces are in eV/Å.

Calculated values
Calculated total energy   -18184.511 eV
LUMO   3.39 eV
Kohn-Sham gap   9.03 eV
Relative energy (zero: lowest compared OMol25 entry of this formula, charge and spin)   56.9 kJ/mol
E_HOMO   -5.64 eV
Total charge   -1
Largest force on an atom   1.70 eV Å⁻¹



(4)
C10H10BrCoF5OTe | wB97M-V/def2-TZVPD

XYZ file:
```
29
Properties=species:S:1:pos:R:3:forces:R:3
C 2.062 -0.235 0.779 0.134 -1.010 0.907
C 1.102 0.239 1.757 1.065 0.095 0.012
C 0.103 -0.749 1.868 0.725 -1.614 0.736
H 1.131 1.210 2.282 -0.065 -0.787 -0.387
C 0.384 -1.828 0.974 1.099 -0.320 0.694
C 1.652 -1.563 0.357 0.061 1.171 0.262
H 2.173 -2.160 -0.388 -0.245 0.098 0.148
H 2.950 0.272 0.435 -0.014 0.047 0.090
H -0.648 -0.801 2.643 0.328 0.142 -0.543
H -0.108 -2.790 0.893 -0.292 0.304 0.107
Co 0.279 -0.033 -0.186 -0.511 0.524 -1.620
Br -1.809 1.321 -1.274 -1.199 0.635 -0.396
C 0.040 0.580 -2.796 0.813 -0.561 -0.514
C 0.892 -0.561 -2.758 0.037 0.640 -0.531
C 2.160 -0.137 -2.331 -0.140 -0.208 -0.134
H 0.617 -1.530 -3.158 0.106 0.030 0.174
C 2.090 1.233 -1.965 -0.735 0.599 -0.735
C 0.802 1.702 -2.255 0.956 -0.246 -0.460
H 0.453 2.711 -2.055 -0.064 -0.363 -0.182
H -0.968 0.534 -3.217 0.943 0.333 -0.268
H 3.065 -0.732 -2.337 -0.080 -0.092 0.237
H 2.904 1.847 -1.591 -0.144 -0.195 0.106
F -2.757 -1.597 1.395 -0.952 0.773 0.296
Te -3.015 0.223 2.004 3.273 1.054 -1.565
F -4.722 -0.255 2.583 -0.008 -0.055 0.231
F -3.105 1.841 3.025 -1.321 -0.134 0.235
F -3.912 0.839 0.400 -1.213 -0.753 1.602
F -2.285 -0.480 3.684 -1.102 0.154 -0.444
O -1.532 0.902 1.230 -1.458 -0.259 1.943
```
Forces are in eV/Å.

Calculated values
Calculated total energy   -141126.040 eV
LUMO (alpha / beta)   4.97 / 4.95 eV
Kohn-Sham gap (alpha / beta)   4.96 / 4.53 eV
Relative energy (zero: lowest compared OMol25 entry of this formula, charge and spin)   327.3 kJ/mol
2S+1   4
E_HOMO (alpha / beta)   0.01 / 0.42 eV
Total charge   -2
Largest force on an atom   3.78 eV Å⁻¹



> What is the formula in the second record?

C3H8O2S2



> What is the largest force on an atom in the second record?

2.02 eV Å⁻¹



> Which value of calculated total energy does entry 1 give?

-124394.137 eV